# C5H7NO

A molecular structure, C5H7NO (the ωB97M-V functional and the def2-TZVPD basis, the OMol25 dataset).

Last column: natural (NBO) charge in e.
CARTESIAN COORDINATES (ANGSTROEM)
C (2.4880, 0.0078, 0.5590)  -0.439
N (1.2646, 0.7768, 0.7152)  -0.468
C (0.1990, 0.2369, 0.3469)  0.556
O (-0.0118, -1.0465, -0.1704)  -0.512
C (-1.1392, -0.5108, -0.8894)  0.087
C (-2.2520, -0.2034, 0.0248)  -0.416
C (-1.1033, 0.7854, -0.1103)  -0.315
H (2.8754, 0.1932, -0.4504)  0.199
H (3.2368, 0.3610, 1.2682)  0.202
H (2.3613, -1.0728, 0.6771)  0.192
H (-1.1380, -0.6593, -1.9595)  0.214
H (-2.3961, -0.8103, 0.9137)  0.231
H (-3.1670, 0.1437, -0.4535)  0.231
H (-1.2176, 1.7984, -0.4714)  0.240

Forces on the atoms, in the same order (eV/Å):
C 0.214 -0.114 0.048
N -0.404 -0.187 -0.088
C 0.292 0.357 0.147
O 0.129 0.004 -0.109
C -0.248 -0.137 -0.387
C -0.072 -0.113 0.076
C 0.064 0.268 -0.068
H 0.013 -0.049 0.142
H -0.078 -0.031 -0.018
H -0.018 0.097 0.026
H -0.156 -0.041 0.067
H 0.122 0.147 -0.034
H 0.211 -0.065 0.103
H -0.068 -0.135 0.095

Orbital gap = 10.58 eV
ΔE to the lowest compared entry with this formula, charge and spin = 62.7 kcal/mol